One molecule with the formula C4H10N4O, computed with ωB97M-V/def2-TZVPD.

CARTESIAN COORDINATES (ANGSTROEM)
C 0.723 -1.582 -0.990
N 0.275 -0.192 -0.848
C 1.533 0.914 -0.429
O 1.485 1.991 -0.966
H -0.128 0.172 -1.708
H 2.433 0.289 -0.307
H 1.314 -1.852 -0.115
H -0.138 -2.246 -1.021
H 1.333 -1.673 -1.888
C -1.601 1.243 0.048
C -0.727 0.048 0.374
N 0.713 0.647 1.086
N 1.153 0.081 2.057
N -1.126 -1.019 1.015
H 0.335 -0.491 2.438
H -2.087 -0.933 1.325
H -1.031 2.062 -0.393
H -2.390 0.941 -0.644
H -2.068 1.600 0.966

Computed properties:
* HOMO: -8.47 eV
* energy relative to the best compared isomer or geometry (same formula, charge and spin): 101.3 kcal per mole
* total energy: -12314.1419 eV
* LUMO level: 0.2 eV
* Kohn-Sham gap: 8.630 eV

---

C4H10N4O as an isolated structure at a distorted geometry, computed with ωB97M-V/def2-TZVPD.

CARTESIAN COORDINATES (ANGSTROEM)
C 0.982 -1.130 -1.202
N 0.141 0.031 -0.862
N 0.433 1.224 -1.581
C -1.338 -0.186 -0.828
N -2.201 -0.872 -1.251
H 1.067 1.033 -2.354
H 0.919 1.893 -0.981
H 0.910 -1.339 -2.272
H 0.645 -2.011 -0.658
H 2.017 -0.910 -0.931
C 0.226 -0.566 1.904
C 0.056 0.693 1.087
N -1.501 0.853 0.713
O 0.730 1.694 1.241
H -1.697 1.806 0.422
H -2.239 0.374 1.220
H 1.268 -0.884 1.835
H -0.419 -1.371 1.552
H 0.000 -0.333 2.945

Computed properties:
* HOMO: -8.47 eV
* energy relative to the best compared isomer or geometry (same formula, charge and spin): 90.2 kcal per mole
* total energy: -12314.6227 eV
* LUMO level: 0.7 eV
* Kohn-Sham gap: 9.182 eV

---

Copy entry 2 word for word.
C4H10N4O as an isolated structure at a distorted geometry, computed with ωB97M-V/def2-TZVPD.

CARTESIAN COORDINATES (ANGSTROEM)
C 0.982 -1.130 -1.202
N 0.141 0.031 -0.862
N 0.433 1.224 -1.581
C -1.338 -0.186 -0.828
N -2.201 -0.872 -1.251
H 1.067 1.033 -2.354
H 0.919 1.893 -0.981
H 0.910 -1.339 -2.272
H 0.645 -2.011 -0.658
H 2.017 -0.910 -0.931
C 0.226 -0.566 1.904
C 0.056 0.693 1.087
N -1.501 0.853 0.713
O 0.730 1.694 1.241
H -1.697 1.806 0.422
H -2.239 0.374 1.220
H 1.268 -0.884 1.835
H -0.419 -1.371 1.552
H 0.000 -0.333 2.945

Computed properties:
* HOMO: -8.47 eV
* energy relative to the best compared isomer or geometry (same formula, charge and spin): 90.2 kcal per mole
* total energy: -12314.6227 eV
* LUMO level: 0.7 eV
* Kohn-Sham gap: 9.182 eV

---

Question: Which of these has the lowest LUMO level?
Answer: number 1

---

Question: Look up the HOMO of the second one.
Answer: -8.47 eV